# 1
Entry from OMol25: a cluster of 3 separate species, C18H42F3N4O in total at a distorted geometry (ωB97M-V/def2-TZVPD).

Calculated values
Lowest unoccupied orbital energy (eV): -3.27
2S+1: 1
HOMO energy (eV): -9.5
Total charge: +1
Total energy (eV): -35496.5585

Last column: natural (NBO) charge in e.
Geometry (Å):
1 F 7.706 2.012 4.560  -0.34
2 C 7.854 1.440 3.170  1.16
3 F 9.333 1.236 2.950  -0.30
4 F 7.429 2.487 2.220  -0.33
5 O 7.080 0.198 3.151  -0.50
6 C 6.136 0.113 2.034  -0.11
7 C 4.695 0.885 2.288  -0.10
8 C 3.494 -0.256 2.284  -0.25
9 N 2.101 0.315 2.433  -0.61
10 C 2.127 1.818 2.708  -0.26
11 C 3.230 2.264 3.850  -0.28
12 N 4.615 1.625 3.612  -0.56
13 H 6.555 0.429 0.988  0.25
14 H 5.855 -1.043 1.926  0.24
15 H 4.589 1.674 1.403  0.26
16 H 3.712 -0.960 3.221  0.20
17 H 3.580 -0.957 1.342  0.25
18 H 1.666 -0.102 3.287  0.37
19 H 1.023 2.119 3.008  0.27
20 H 2.408 2.413 1.714  0.22
21 H 2.918 1.997 4.951  0.24
22 H 3.315 3.453 3.815  0.25
23 H 4.871 0.988 4.413  0.46
24 H 5.280 2.451 3.604  0.46
25 C -0.020 1.104 -2.366  -0.62
26 C -0.908 0.967 -1.135  -0.22
27 N -0.881 2.131 -0.247  -0.46
28 C -1.505 1.881 1.058  -0.21
29 C -3.000 1.581 1.080  -0.64
30 C -1.211 3.420 -0.857  -0.22
31 C -2.570 3.555 -1.535  -0.64
32 H 1.012 1.337 -2.086  0.20
33 H -0.011 0.162 -2.926  0.22
34 H -0.382 1.881 -3.046  0.21
35 H -0.547 0.090 -0.580  0.19
36 H -1.928 0.729 -1.459  0.17
37 H -1.306 2.730 1.724  0.18
38 H -0.984 1.035 1.524  0.18
39 H -3.594 2.480 0.914  0.21
40 H -3.281 1.192 2.066  0.21
41 H -3.286 0.828 0.342  0.21
42 H -0.437 3.656 -1.599  0.19
43 H -1.110 4.216 -0.109  0.19
44 H -2.815 2.695 -2.165  0.21
45 H -2.571 4.439 -2.182  0.22
46 H -3.371 3.695 -0.807  0.21
47 C -5.512 -4.757 -2.785  -0.62
48 C -4.051 -4.419 -3.062  -0.22
49 N -3.781 -2.984 -3.170  -0.45
50 C -2.451 -2.682 -3.711  -0.21
51 C -1.240 -3.107 -2.886  -0.64
52 C -4.191 -2.160 -2.032  -0.22
53 C -3.610 -2.502 -0.664  -0.64
54 H -6.171 -4.307 -3.534  0.22
55 H -5.656 -5.842 -2.820  0.22
56 H -5.828 -4.420 -1.793  0.20
57 H -3.790 -4.901 -4.014  0.20
58 H -3.427 -4.892 -2.295  0.16
59 H -2.377 -1.607 -3.917  0.19
60 H -2.371 -3.159 -4.696  0.19
61 H -1.090 -2.455 -2.025  0.19
62 H -0.335 -3.034 -3.500  0.21
63 H -1.312 -4.140 -2.538  0.21
64 H -5.285 -2.201 -1.955  0.20
65 H -3.981 -1.105 -2.249  0.19
66 H -3.623 -3.575 -0.456  0.21
67 H -4.202 -2.015 0.118  0.21
68 H -2.587 -2.138 -0.558  0.19

***

# 2
Entry from OMol25: a structure of composition C18H42FeN6O6 at a distorted geometry (ωB97M-V/def2-TZVPD).

Calculated values
⟨S²⟩: 6.0067
Lowest unoccupied orbital energy (alpha / beta) (eV): -3.88 / -3.98
2S+1: 5
HOMO energy (alpha / beta) (eV): -14.3 / -12.8
Total charge: +2
Total energy (eV): -74948.8030

Last column: Löwdin spin population.
Geometry (Å):
1 Fe 0.053 -0.045 0.137  3.76
2 C -0.695 -2.883 -1.359  0.01
3 O -0.478 -1.767 -0.815  0.03
4 N -1.528 -3.847 -0.838  0.01
5 C -1.515 -5.196 -1.296  0.00
6 C -2.268 -3.547 0.374  0.00
7 H -0.229 -3.198 -2.305  0.00
8 H -2.414 -5.415 -1.873  0.00
9 H -1.617 -5.866 -0.442  0.00
10 H -0.623 -5.462 -1.862  0.00
11 H -2.080 -2.534 0.730  0.00
12 H -3.356 -3.517 0.326  0.00
13 H -1.769 -4.133 1.147  0.00
14 C -0.889 -1.243 3.054  0.01
15 O -0.587 -0.706 1.941  0.03
16 N -0.349 -2.325 3.587  0.00
17 C -0.841 -2.861 4.868  0.00
18 C 0.675 -3.139 2.921  0.00
19 H -1.644 -0.848 3.752  0.00
20 H -1.045 -3.931 4.885  0.00
21 H -1.736 -2.402 5.289  0.00
22 H -0.126 -2.679 5.671  0.00
23 H 0.547 -2.969 1.852  0.00
24 H 1.688 -2.880 3.230  0.00
25 H 0.592 -4.207 3.119  0.00
26 C 1.067 1.356 -2.730  0.00
27 O 0.807 0.888 -1.594  0.02
28 N 2.278 1.832 -3.138  0.00
29 C 2.547 2.007 -4.540  0.00
30 C 3.531 2.029 -2.322  0.00
31 H 0.388 1.302 -3.595  0.00
32 H 2.849 3.040 -4.710  0.00
33 H 1.670 1.798 -5.152  0.00
34 H 3.286 1.315 -4.943  0.00
35 H 3.821 3.065 -2.148  0.00
36 H 3.451 1.514 -1.364  0.00
37 H 4.400 1.562 -2.785  0.00
38 C -0.110 2.763 1.426  0.01
39 O 0.328 1.788 0.815  0.04
40 N -0.423 3.892 0.835  0.01
41 C -0.360 4.154 -0.598  0.00
42 C -1.015 4.971 1.620  0.00
43 H -0.296 2.858 2.507  0.00
44 H -0.473 3.223 -1.153  0.00
45 H 0.601 4.602 -0.853  0.00
46 H -1.176 4.789 -0.942  0.00
47 H -0.232 5.699 1.833  0.00
48 H -1.865 5.415 1.101  0.00
49 H -1.447 4.664 2.572  0.00
50 C -3.221 0.430 -0.135  0.00
51 O -2.000 0.447 -0.191  0.03
52 N -4.051 1.468 0.281  0.00
53 C -5.522 1.280 0.287  0.00
54 C -3.645 2.844 0.576  0.00
55 H -3.786 -0.456 -0.464  0.00
56 H -5.808 0.315 -0.132  0.00
57 H -6.025 2.084 -0.249  0.00
58 H -5.903 1.443 1.295  0.00
59 H -3.962 3.430 -0.287  0.00
60 H -4.077 3.237 1.496  0.00
61 H -2.567 2.869 0.735  0.00
62 C 3.236 -0.880 0.462  0.01
63 O 2.004 -0.938 0.466  0.02
64 N 4.016 -1.031 -0.681  0.00
65 C 3.416 -1.531 -1.886  0.00
66 C 5.452 -0.669 -0.665  0.00
67 H 3.806 -0.581 1.355  0.00
68 H 3.369 -0.718 -2.610  0.00
69 H 2.440 -1.974 -1.688  0.00
70 H 4.056 -2.290 -2.335  0.00
71 H 6.018 -1.588 -0.816  0.00
72 H 5.686 0.136 -1.363  0.00
73 H 5.674 -0.254 0.318  0.00

***

# 3
Entry from OMol25: a structure of composition C18H42MgN3O2P2 at a distorted geometry (ωB97M-V/def2-TZVPD).

Calculated values
Lowest unoccupied orbital energy (eV): -2.25
Energy relative to the best compared isomer or geometry (same formula, charge and spin) (kcal per mole): 8.51
2S+1: 1
HOMO energy (eV): -8.4
Total charge: +1
Total energy (eV): -51931.8442

Last column: natural (NBO) charge in e.
Geometry (Å):
1 Mg 0.009 0.029 0.016  1.60
2 P -0.981 1.566 1.764  0.70
3 P 1.802 -1.028 -1.431  0.72
4 N 1.250 2.013 -0.516  -0.72
5 C -0.331 3.155 1.076  -0.74
6 H -1.163 3.879 1.049  0.25
7 H 0.428 3.537 1.779  0.24
8 C 0.297 3.141 -0.334  -0.22
9 H -0.486 3.047 -1.105  0.20
10 H 0.841 4.096 -0.508  0.20
11 C 1.669 1.833 -1.934  -0.22
12 H 2.289 2.703 -2.243  0.20
13 H 0.763 1.839 -2.560  0.20
14 C 2.459 0.530 -2.164  -0.74
15 H 3.471 0.683 -1.760  0.24
16 H 2.551 0.385 -3.253  0.25
17 C 1.156 -1.989 -2.898  -0.49
18 C 0.420 -3.274 -2.484  -0.62
19 H -0.290 -3.528 -3.285  0.22
20 H -0.149 -3.174 -1.548  0.23
21 H 1.115 -4.123 -2.389  0.22
22 C 3.288 -1.934 -0.801  -0.49
23 C 2.956 -3.325 -0.246  -0.62
24 H 3.832 -3.675 0.317  0.23
25 H 2.770 -4.055 -1.045  0.21
26 H 2.100 -3.319 0.439  0.24
27 C -0.496 1.591 3.553  -0.49
28 C -1.051 0.394 4.337  -0.62
29 H -0.515 0.354 5.296  0.23
30 H -0.891 -0.563 3.826  0.24
31 H -2.120 0.509 4.564  0.21
32 C -2.837 1.756 1.686  -0.49
33 C -3.573 0.451 2.027  -0.62
34 H -4.603 0.542 1.649  0.22
35 H -3.633 0.298 3.116  0.22
36 H -3.115 -0.435 1.561  0.22
37 C -0.134 -1.842 1.404  -0.21
38 C 4.482 -1.991 -1.751  -0.62
39 H 4.314 -2.658 -2.603  0.21
40 H 4.776 -1.006 -2.128  0.21
41 H 5.334 -2.396 -1.189  0.23
42 C -0.746 2.902 4.300  -0.62
43 H -0.262 2.818 5.282  0.23
44 H -0.315 3.772 3.791  0.21
45 H -1.810 3.090 4.481  0.22
46 C -3.416 2.933 2.475  -0.62
47 H -4.437 3.111 2.106  0.22
48 H -3.506 2.708 3.547  0.21
49 H -2.857 3.868 2.347  0.21
50 C 2.172 -2.271 -4.006  -0.62
51 H 2.807 -3.137 -3.772  0.21
52 H 1.609 -2.525 -4.916  0.22
53 H 2.807 -1.408 -4.247  0.21
54 H 0.403 -1.286 -3.303  0.22
55 H -2.990 1.964 0.610  0.22
56 H 3.577 -1.293 0.053  0.23
57 H 0.600 1.465 3.472  0.23
58 O -0.660 -2.867 1.736  -0.62
59 H 2.093 2.324 -0.034  0.38
60 H 0.751 -1.429 1.981  -0.02
61 N -3.156 -0.457 -2.861  -0.81
62 C -2.586 -0.860 -1.704  0.81
63 N -3.101 -1.956 -1.104  -0.81
64 O -1.591 -0.225 -1.233  -0.84
65 H -3.962 -0.923 -3.250  0.41
66 H -2.809 0.371 -3.326  0.42
67 H -2.701 -2.275 -0.227  0.45
68 H -3.918 -2.425 -1.484  0.41